# 1
Formula: C16H52ClN2O13
Source: the OMol25 dataset
Level of theory: ωB97M-V/def2-TZVPD

Positions of all 84 atoms, in Å:
Cl 1.0274 1.2089 1.5420
O 0.5827 2.4610 0.9216
O 0.9358 0.1846 0.5037
O 2.3742 1.2866 2.0717
O 0.1916 0.8806 2.6936
O 4.0840 -0.1612 8.1243
H 4.0864 -0.1317 7.1676
H 4.3807 -1.0459 8.3379
O 4.7275 3.4176 -4.0645
H 4.6152 2.7607 -4.7515
H 4.0602 3.2006 -3.4135
O 6.3408 5.6146 3.3635
H 5.5542 5.0840 3.2372
H 6.6025 5.8700 2.4789
C 8.4798 -1.0600 -0.5986
C 8.4817 -2.4962 -0.0306
C 8.7491 -2.5214 1.4591
O 9.9235 -1.8010 1.8368
C 11.2001 -2.3955 1.4412
N 7.1505 -3.0327 -0.3655
H 8.3128 -0.9960 -1.6738
H 9.4223 -0.5542 -0.3889
H 7.7369 -0.4599 -0.0732
H 9.2719 -3.0537 -0.5334
H 8.7801 -3.5160 1.9039
H 7.8518 -2.0712 1.8838
H 11.1099 -2.8406 0.4503
H 11.4876 -3.1236 2.1998
H 11.8174 -1.4972 1.4340
H 6.8455 -2.4625 -1.1414
H 6.5166 -2.8251 0.3928
C -7.0737 -4.2455 -7.7655
C -6.0134 -4.8671 -6.8354
C -5.9348 -4.1498 -5.4558
O -4.9332 -4.7024 -4.7099
C -4.9587 -4.2403 -3.3401
N -6.4118 -6.2636 -6.6608
H -7.0845 -4.8537 -8.6700
H -7.0150 -3.1996 -8.0669
H -8.0401 -4.1592 -7.2688
H -5.1580 -4.6722 -7.4822
H -6.8668 -4.3805 -4.9398
H -5.8117 -3.0779 -5.6104
H -5.9032 -4.6392 -2.9701
H -4.8793 -3.1533 -3.3249
H -4.1183 -4.5971 -2.7447
H -7.0528 -6.2317 -5.8809
H -5.6414 -6.7677 -6.2454
C 0.4933 -1.5307 -6.8247
C 1.4690 -0.4196 -7.1828
O 2.7323 -0.7929 -6.7694
H -0.5205 -1.1500 -6.9487
H 0.7448 -1.7745 -5.7925
H 0.7240 -2.2650 -7.5964
H 1.2189 0.5229 -6.6956
H 1.6027 -0.2500 -8.2512
H 2.8104 -1.7102 -7.0417
C -1.6954 7.2511 8.2560
C -1.2350 6.2869 9.2744
O -0.1646 5.5248 8.6487
H -0.8803 7.8984 7.9325
H -2.4787 7.9273 8.5986
H -2.0002 6.6390 7.4072
H -1.9512 5.5166 9.5605
H -0.9023 6.7450 10.2058
H -0.5493 5.0288 7.9224
C -5.4151 3.2121 -0.8672
C -5.5099 3.3941 -2.3350
O -4.3789 2.8790 -3.0004
H -4.7581 2.3870 -0.5921
H -6.3922 3.1455 -0.3887
H -4.8691 4.0077 -0.3602
H -5.7458 4.4470 -2.4897
H -6.3388 2.8269 -2.7582
H -3.5765 3.0244 -2.4938
C -5.8878 1.0897 7.7106
C -6.0762 0.5420 6.2897
O -5.3959 -0.6822 6.0778
H -6.3510 2.0753 7.7568
H -4.8235 1.1553 7.9366
H -6.3396 0.3920 8.4157
H -5.8140 1.2508 5.5042
H -7.0797 0.1178 6.3213
H -4.4699 -0.4352 6.1325

- Gap between HOMO and LUMO: 7.99 eV
- Energy relative to the best compared isomer or geometry (same formula, charge and spin): 0.0 kJ/mol
- Net charge: -1

***

# 2
Formula: C16H54BNNbO9S7
Source: the OMol25 dataset
Level of theory: ωB97M-V/def2-TZVPD

Positions of all 89 atoms, in Å:
N -3.1779 0.6801 -2.5912
B -3.3211 -0.5462 -3.3969
O -4.0032 -0.4358 -4.5779
Nb -2.4372 -2.6442 -2.7632
C -1.6953 -4.4923 -1.6487
C -1.1716 -4.3210 -0.2199
O -2.0858 -4.9834 0.6398
H -3.8270 0.6684 -1.8298
H -2.2501 0.7542 -2.2163
H -3.9344 0.4598 -4.9219
H -1.3931 -2.7737 -4.2659
H -3.7205 -3.5535 -3.7219
H -3.5282 -2.3717 -1.2891
H -1.0509 -1.6231 -2.0625
H -2.4575 -5.2452 -1.5808
H -0.8638 -4.8398 -2.2419
H -0.1830 -4.7385 -0.1302
H -1.1258 -3.2751 0.0273
H -1.6705 -5.1282 1.5001
C 0.1995 -1.4908 3.4002
S 0.0249 -3.1386 4.0761
O 0.4398 -4.1125 3.0272
C -1.7678 -3.1606 4.1066
H 1.2589 -1.2949 3.2701
H -0.3111 -1.4288 2.4384
H -0.2119 -0.7688 4.1010
H -2.1475 -3.0006 3.0967
H -2.1234 -2.3826 4.7816
H -2.0794 -4.1371 4.4748
C 1.8756 0.3780 -6.9289
S 0.6537 -0.0528 -5.6790
O 1.0062 -1.4082 -5.2022
C -0.7389 -0.2168 -6.7986
H 2.8333 0.4830 -6.4261
H 1.9307 -0.4203 -7.6701
H 1.5963 1.3224 -7.3912
H -0.5149 -0.9746 -7.5492
H -0.9331 0.7496 -7.2646
H -1.5943 -0.5311 -6.2044
C 1.1252 4.0540 4.7368
S 0.9168 2.4165 5.4372
O 1.3395 1.4534 4.3904
C -0.8785 2.4315 5.4347
H 2.1864 4.2282 4.6034
H 0.6265 4.1121 3.7711
H 0.7183 4.7976 5.4208
H -1.2378 2.5933 4.4195
H -1.2329 3.2182 6.0992
H -1.2190 1.4661 5.7975
C -0.2382 5.4790 -5.2380
S -0.1247 3.7588 -4.7212
O 0.3163 2.9676 -5.8977
C -1.8798 3.4899 -4.5101
H 0.7678 5.8290 -5.4542
H -0.8554 5.5528 -6.1330
H -0.6663 6.0672 -4.4275
H -2.3915 3.7052 -5.4485
H -2.2452 4.1334 -3.7119
H -2.0268 2.4474 -4.2289
C 2.2277 2.6179 -2.3379
S 1.2723 1.1134 -2.0764
O -0.1439 1.5288 -1.8987
C 1.9476 0.7889 -0.4500
H 1.9371 3.0140 -3.3028
H 2.0040 3.3395 -1.5504
H 3.2904 2.3749 -2.3430
H 1.7471 1.6328 0.2069
H 3.0192 0.6129 -0.5366
H 1.4600 -0.1002 -0.0640
C 5.7449 6.9883 2.9157
S 4.5911 5.6723 3.3148
O 3.2314 6.2647 3.2919
C 5.0710 5.5268 5.0401
H 5.5812 7.2644 1.8785
H 5.5576 7.8448 3.5620
H 6.7635 6.6247 3.0434
H 4.9309 6.4850 5.5386
H 6.1113 5.2109 5.0990
H 4.4367 4.7748 5.4997
C -2.5729 -8.9480 4.9507
S -1.4525 -7.5480 5.0568
O -2.2707 -6.3849 5.4935
C -1.1943 -7.3457 3.2953
H -2.8952 -9.1908 5.9594
H -3.4336 -8.6787 4.3403
H -2.0459 -9.7971 4.5178
H -2.1562 -7.1802 2.8101
H -0.7107 -8.2336 2.8907
H -0.5490 -6.4791 3.1474

- Gap between HOMO and LUMO: 4.96 eV
- Net charge: -1